1.
Entry from the OMol25 dataset: C14H15F3O4 in the gas phase at a distorted geometry (ωB97M-V with the def2-TZVPD basis set).

Computed properties:
Kohn-Sham gap   8.791 eV
Lowest unoccupied orbital energy   -0.055 Eh
Structure (SMILES)   CC(=O)OCC1=C(CCCF)C(=O)C(F)=C([C@H](C)F)C1=O
Electronic energy   -31098.4707 eV

Last column: natural (NBO) charge in e.
Atoms and positions in Å:
C  3.7210  1.5405  -0.3262  -0.730
C  2.7696  1.7817  -1.6103  0.801
O  2.8297  2.9278  -2.1280  -0.562
O  1.9443  0.7747  -2.1724  -0.537
C  0.5292  1.0924  -2.0137  -0.102
C  -0.2262  -0.0633  -1.2015  -0.064
C  -1.5499  0.1205  -0.7449  -0.047
C  -2.4636  1.4016  -0.9748  -0.456
C  -2.0228  2.7030  -0.1526  -0.442
C  -2.4655  2.7114  1.3856  0.039
F  -1.2961  2.6412  2.2193  -0.377
C  -2.1985  -1.1154  0.0468  0.499
O  -3.3952  -1.4530  -0.0227  -0.484
C  -1.1948  -1.9944  0.9514  0.368
F  -1.6457  -2.6128  2.1563  -0.320
C  0.1326  -2.1750  0.5107  -0.177
C  1.2561  -3.0320  1.2366  0.183
C  0.7674  -4.4309  1.8254  -0.654
F  1.9757  -2.2726  2.2511  -0.374
C  0.5034  -1.4665  -0.8892  0.552
O  1.2949  -2.0298  -1.6704  -0.489
H  3.6898  2.4223  0.3953  0.256
H  3.5012  0.5442  0.1870  0.234
H  4.8047  1.4748  -0.7145  0.252
H  0.0113  1.1547  -3.0428  0.219
H  0.4842  2.1100  -1.4978  0.221
H  -3.5228  1.1180  -0.6199  0.244
H  -2.5806  1.6798  -2.0799  0.240
H  -0.9114  2.9438  -0.1861  0.230
H  -2.5527  3.5975  -0.6555  0.224
H  -3.2300  1.8958  1.6016  0.175
H  -2.9879  3.7132  1.6149  0.177
H  2.0513  -3.2762  0.4396  0.206
H  1.6755  -5.1147  1.9584  0.226
H  0.2490  -4.3692  2.8372  0.238
H  0.0527  -4.9429  1.0860  0.230

2.
Entry from the OMol25 dataset: a molecular structure, C14H15F6N7O4PRhS2 at a distorted geometry (ωB97M-V with the def2-TZVPD basis set).

Computed properties:
Kohn-Sham gap   6.777 eV
Charge   +2
Lowest unoccupied orbital energy   -0.332 Eh
Electronic energy   -83637.4139 eV

Last column: natural (NBO) charge in e.
Atoms and positions in Å:
Rh  -0.1865  0.5221  -0.2421  1.357
C  5.1265  2.0452  -0.9861  -0.416
N  3.7280  2.1139  -0.5807  -0.278
C  3.1694  3.1499  0.1133  -0.029
C  1.8489  2.8505  0.2820  -0.050
N  1.6140  1.6526  -0.3200  -0.405
C  2.7610  1.2088  -0.8324  0.073
P  3.0471  -0.4352  -1.5634  0.833
C  2.2688  -1.3309  -0.1702  0.078
N  1.0833  -1.0665  0.3808  -0.388
C  0.8389  -1.9944  1.3466  -0.060
C  1.9062  -2.8443  1.3826  -0.024
N  2.7889  -2.4174  0.4312  -0.284
C  4.0830  -3.0325  0.1621  -0.417
C  1.5523  -0.5374  -2.5987  0.062
N  0.3065  -0.3598  -2.1665  -0.408
C  -0.5501  -0.7216  -3.1548  -0.053
C  0.2006  -1.1313  -4.2228  -0.026
N  1.5096  -1.0185  -3.8604  -0.279
C  2.6536  -1.3331  -4.7064  -0.417
H  5.7597  2.3990  -0.1765  0.250
H  5.2941  2.6659  -1.8653  0.243
H  5.3950  1.0205  -1.2261  0.228
H  3.7378  4.0056  0.4351  0.265
H  1.0806  3.3958  0.8022  0.264
H  -0.0575  -1.9989  1.9436  0.264
H  2.0915  -3.7009  2.0074  0.265
H  4.1981  -3.8970  0.8091  0.254
H  4.8918  -2.3345  0.3702  0.233
H  4.1524  -3.3630  -0.8724  0.233
H  -1.6181  -0.6976  -3.0247  0.272
H  -0.1162  -1.4855  -5.1887  0.265
H  2.3824  -2.1142  -5.4110  0.252
H  3.4824  -1.6842  -4.0969  0.227
H  2.9723  -0.4507  -5.2595  0.240
F  -0.7352  2.3934  -2.2779  -0.348
C  -2.0381  2.5295  -2.6607  0.739
F  -2.3227  3.8039  -2.7091  -0.268
F  -2.1632  1.9702  -3.8533  -0.290
S  -3.0972  1.5830  -1.4244  2.262
O  -2.1950  0.4604  -1.0719  -0.999
O  -4.2792  1.2172  -2.0977  -0.817
N  -3.2844  2.6046  -0.2698  -1.204
S  -2.5120  2.6980  1.0991  2.261
O  -1.3584  1.7788  1.1206  -1.013
O  -3.3250  2.7272  2.2476  -0.811
C  -1.6773  4.3607  0.8783  0.754
F  -0.9178  4.2251  -0.2302  -0.333
F  -2.5306  5.3327  0.7101  -0.262
F  -0.8692  4.6037  1.8987  -0.294